# C14H42O14

A cluster of 7 separate species, C14H42O14 in total at a distorted geometry (ωB97M-V/def2-TZVPD, the OMol25 dataset).

Summary:
- net charge = 0
- E_LUMO (eV) = 0.083
- gap between HOMO and LUMO (eV) = 9.98

Structure (XYZ):
```
70
C14H42O14 | the OMol25 dataset | ωB97M-V/def2-TZVPD
O 4.525 -3.774 1.884
C 3.982 -2.470 2.087
C 2.496 -2.387 1.789
O 2.193 -2.360 0.399
H 4.232 -4.310 2.627
H 4.114 -2.083 3.099
H 4.631 -1.888 1.432
H 2.213 -1.440 2.252
H 2.058 -3.217 2.347
H 2.936 -2.767 -0.057
O -3.045 -2.624 3.911
C -3.194 -1.874 2.718
C -3.701 -0.402 3.022
O -4.955 -0.405 3.667
H -3.935 -2.764 4.244
H -2.223 -1.804 2.228
H -3.812 -2.395 1.983
H -3.797 0.252 2.153
H -3.000 0.093 3.696
H -5.381 -1.206 3.350
O -1.361 2.368 3.356
C -2.055 3.481 2.834
C -1.119 4.318 1.928
O -0.735 3.676 0.757
H -1.185 1.717 2.669
H -2.952 3.085 2.353
H -2.319 4.085 3.702
H -0.195 4.610 2.425
H -1.678 5.227 1.692
H -1.434 3.605 0.098
O -1.348 -2.802 -2.687
C -0.699 -3.169 -1.449
C 0.431 -4.202 -1.785
O 1.001 -4.770 -0.602
H -0.706 -2.392 -3.272
H -0.338 -2.203 -1.100
H -1.374 -3.666 -0.755
H 1.243 -3.739 -2.349
H -0.020 -5.017 -2.348
H 1.455 -4.062 -0.130
O -1.338 0.542 1.005
C -0.113 0.023 0.528
C 1.068 0.961 0.815
O 1.184 1.970 -0.212
H -1.609 1.279 0.447
H 0.009 -0.968 0.966
H -0.210 -0.087 -0.554
H 1.984 0.372 0.778
H 0.831 1.368 1.799
H 0.557 2.670 0.011
O -1.218 1.498 -4.201
C -1.952 1.383 -2.996
C -1.852 2.669 -2.200
O -2.589 2.504 -0.940
H -1.297 0.669 -4.679
H -2.978 1.180 -3.311
H -1.641 0.525 -2.398
H -2.246 3.544 -2.718
H -0.816 2.905 -1.958
H -3.526 2.655 -1.087
O 5.416 0.859 -3.281
C 4.234 0.962 -4.045
C 2.910 1.103 -3.202
O 3.050 2.231 -2.327
H 5.358 1.621 -2.694
H 4.274 1.708 -4.842
H 4.256 0.058 -4.657
H 2.734 0.139 -2.723
H 2.101 1.179 -3.932
H 2.470 2.153 -1.561
```

# C14H42O14

A cluster of 7 separate species, C14H42O14 in total at a distorted geometry (ωB97M-V/def2-TZVPD, the OMol25 dataset).

Summary:
- net charge = 0
- E_LUMO (eV) = -0.004
- gap between HOMO and LUMO (eV) = 9.86

Structure (XYZ):
```
70
C14H42O14 | the OMol25 dataset | ωB97M-V/def2-TZVPD
O 0.861 4.010 -0.998
C -0.176 3.043 -1.101
C -0.049 2.327 -2.418
O -0.006 3.270 -3.495
H 1.005 4.209 -0.069
H -0.132 2.272 -0.320
H -1.143 3.548 -0.970
H -0.887 1.641 -2.534
H 0.923 1.823 -2.408
H -0.590 2.963 -4.191
O -0.449 -0.511 0.597
C 0.309 -1.591 0.047
C 1.729 -1.113 -0.220
O 2.512 -0.921 0.930
H -1.143 -0.896 1.154
H 0.275 -2.446 0.725
H -0.088 -1.857 -0.946
H 1.642 -0.211 -0.843
H 2.241 -1.881 -0.807
H 2.245 -0.105 1.375
O -2.123 -3.862 4.356
C -3.252 -3.237 3.768
C -2.877 -2.528 2.510
O -1.991 -1.451 2.746
H -1.781 -4.517 3.739
H -4.058 -3.949 3.562
H -3.611 -2.530 4.517
H -3.777 -2.196 1.985
H -2.421 -3.284 1.847
H -1.557 -1.648 3.587
O -5.049 -1.860 -1.992
C -4.281 -2.771 -1.227
C -2.810 -2.704 -1.505
O -2.501 -3.362 -2.733
H -4.927 -2.068 -2.925
H -4.423 -2.478 -0.182
H -4.643 -3.798 -1.339
H -2.333 -3.224 -0.664
H -2.463 -1.673 -1.583
H -1.874 -4.068 -2.576
O 3.516 2.715 2.540
C 4.101 2.627 1.258
C 5.591 2.517 1.368
O 6.107 3.744 1.913
H 2.590 2.477 2.432
H 3.758 1.716 0.734
H 3.812 3.436 0.572
H 6.035 2.303 0.394
H 5.817 1.707 2.072
H 7.055 3.656 2.034
O 0.274 -2.794 -4.799
C 1.040 -1.667 -4.409
C 0.271 -0.378 -4.641
O -0.317 -0.413 -5.923
H 0.294 -3.435 -4.087
H 1.273 -1.750 -3.343
H 1.995 -1.636 -4.943
H 1.016 0.426 -4.571
H -0.475 -0.269 -3.844
H -0.657 0.464 -6.118
O 1.070 1.352 2.017
C 0.448 1.684 3.293
C -0.104 3.084 3.232
O -0.820 3.312 4.442
H 0.321 1.030 1.491
H -0.366 0.980 3.479
H 1.206 1.570 4.065
H -0.774 3.149 2.365
H 0.716 3.803 3.131
H -1.117 4.226 4.445
```

# C14H42O7

A structure of composition C14H42O7 at a distorted geometry (ωB97M-V/def2-TZVPD, the OMol25 dataset).

Summary:
- net charge = 0
- E_LUMO (eV) = 0.442
- gap between HOMO and LUMO (eV) = 9.51

Structure (XYZ):
```
63
C14H42O7 | the OMol25 dataset | ωB97M-V/def2-TZVPD
C -16.002 36.558 31.672
C -17.011 36.671 30.417
O -16.825 37.933 29.805
H -15.053 36.508 31.137
H -16.147 35.625 32.216
H -15.804 37.379 32.361
H -18.068 36.516 30.635
H -16.921 35.924 29.629
H -17.308 38.082 28.989
C -13.627 39.880 30.386
C -15.019 39.247 30.003
O -15.618 38.714 31.199
H -12.874 39.119 30.590
H -13.671 40.469 31.303
H -13.315 40.497 29.544
H -14.948 38.433 29.282
H -15.709 40.005 29.633
H -16.236 38.038 30.910
C -12.989 37.268 34.339
C -13.750 38.380 33.547
O -14.928 37.771 33.106
H -13.599 36.808 35.117
H -12.155 37.792 34.805
H -12.605 36.409 33.788
H -13.159 38.702 32.690
H -14.139 39.204 34.144
H -15.055 38.124 32.222
C -16.784 39.577 33.424
C -16.550 40.891 32.797
O -15.178 40.865 32.386
H -16.572 38.736 32.765
H -17.799 39.721 33.795
H -16.341 39.454 34.413
H -16.578 41.732 33.489
H -17.183 41.174 31.955
H -15.205 40.074 31.844
C -13.201 36.618 30.437
C -11.951 35.896 30.822
O -12.030 34.520 30.905
H -14.040 36.320 31.066
H -13.599 36.325 29.466
H -12.997 37.684 30.534
H -11.625 36.208 31.814
H -11.171 36.260 30.153
H -11.135 34.194 31.026
C -13.196 42.762 27.736
C -13.410 42.940 29.214
O -14.592 43.754 29.419
H -12.464 41.996 27.478
H -12.835 43.683 27.279
H -14.115 42.463 27.231
H -12.583 43.414 29.743
H -13.617 41.963 29.651
H -14.624 44.079 30.322
C -16.971 43.104 28.978
C -16.432 41.766 29.362
O -15.124 41.587 28.891
H -16.978 43.229 27.895
H -16.270 43.856 29.338
H -17.969 43.441 29.261
H -17.044 41.053 28.810
H -16.619 41.471 30.395
H -14.593 42.346 29.146
```

# C14H44NbO9S6

A structure of composition C14H44NbO9S6 at a distorted geometry (ωB97M-V/def2-TZVPD, the OMol25 dataset).

Summary:
- net charge = -1
- E_LUMO (eV) = 1.703
- gap between HOMO and LUMO (eV) = 5.55

Structure (XYZ):
```
74
C14H44NbO9S6 | the OMol25 dataset | ωB97M-V/def2-TZVPD
O 2.128 0.652 -0.944
S 1.701 0.558 -2.359
O 2.677 1.266 -3.247
O 0.295 1.375 -2.444
C 1.594 -1.167 -2.932
C 0.521 -2.031 -2.216
C -0.955 -1.740 -2.697
C -1.960 -1.644 -1.472
Nb -3.505 0.021 -1.837
O -3.941 -0.689 -3.772
H -0.101 1.330 -3.325
H 1.386 -1.202 -4.013
H 2.579 -1.604 -2.701
H 0.732 -3.079 -2.515
H 0.626 -2.030 -1.128
H -1.310 -2.501 -3.406
H -0.944 -0.725 -3.136
H -2.431 -2.632 -1.303
H -1.375 -1.361 -0.575
H -2.273 1.160 -2.610
H -4.720 1.394 -2.019
H -4.846 -1.003 -1.080
H -3.070 0.658 -0.182
H -3.612 -1.582 -3.868
C 3.823 -4.417 1.646
S 2.350 -3.393 1.461
O 2.027 -3.349 0.004
C 3.150 -1.833 1.872
H 3.557 -5.443 1.394
H 4.607 -4.067 0.973
H 4.165 -4.374 2.681
H 3.975 -1.646 1.182
H 3.515 -1.876 2.899
H 2.412 -1.038 1.779
C 2.890 -3.482 7.288
S 1.550 -2.948 6.205
O 1.915 -3.354 4.817
C 1.886 -1.185 6.354
H 2.894 -4.571 7.311
H 3.844 -3.122 6.903
H 2.718 -3.099 8.294
H 2.906 -0.973 6.030
H 1.747 -0.875 7.391
H 1.185 -0.650 5.719
C -1.303 -0.370 4.151
S -2.585 0.114 2.974
O -2.119 -0.295 1.624
C -2.309 1.888 3.111
H -1.269 -1.459 4.190
H -0.336 0.013 3.820
H -1.549 0.023 5.141
H -1.277 2.124 2.846
H -2.522 2.215 4.131
H -2.986 2.392 2.422
C 3.374 -0.431 -8.146
S 2.228 0.176 -6.892
O 0.866 -0.290 -7.281
C 2.350 1.916 -7.343
H 3.418 -1.516 -8.068
H 3.021 -0.151 -9.139
H 4.365 -0.013 -7.965
H 2.063 2.048 -8.387
H 3.372 2.261 -7.184
H 1.674 2.480 -6.704
C -3.770 6.301 2.719
S -5.133 5.275 2.135
O -4.623 3.881 2.029
C -5.179 5.950 0.466
H -3.542 6.013 3.744
H -2.891 6.141 2.093
H -4.067 7.350 2.694
H -4.211 5.811 -0.016
H -5.432 7.010 0.510
H -5.943 5.416 -0.096
```

# C14H44O14

A cluster of 10 separate species, C14H44O14 in total at a distorted geometry (ωB97M-V/def2-TZVPD, the OMol25 dataset).

Summary:
- net charge = 0
- E_LUMO (eV) = 0.671
- gap between HOMO and LUMO (eV) = 10.48

Structure (XYZ):
```
72
C14H44O14 | the OMol25 dataset | ωB97M-V/def2-TZVPD
C -1.443 -3.128 3.798
O -2.799 -2.644 3.597
C -2.836 -1.704 2.598
O -1.885 -1.259 2.026
O -4.075 -1.332 2.374
C -4.263 -0.495 1.185
H -1.621 -3.939 4.497
H -0.781 -2.367 4.171
H -1.019 -3.461 2.811
H -3.860 -1.028 0.351
H -3.709 0.445 1.249
H -5.320 -0.299 1.021
C 2.848 -2.302 -0.023
O 3.845 -1.341 0.338
C 3.911 -1.094 1.637
O 3.186 -1.342 2.534
O 5.019 -0.279 1.798
C 5.356 0.083 3.106
H 3.311 -3.251 0.267
H 2.620 -2.196 -1.097
H 1.893 -2.120 0.538
H 4.584 -0.183 3.864
H 5.524 1.166 3.044
H 6.319 -0.390 3.383
C -2.399 3.767 1.138
O -1.669 2.894 0.257
H -1.773 4.163 1.911
H -2.772 4.566 0.566
H -3.272 3.266 1.618
H -0.883 2.516 0.697
C -4.397 -0.806 -3.740
O -3.789 -1.219 -2.515
H -4.449 -1.712 -4.381
H -5.439 -0.456 -3.580
H -3.848 -0.060 -4.280
H -3.359 -0.349 -2.175
C -0.248 0.142 -1.267
O 1.157 0.130 -0.853
H -0.856 0.182 -0.383
H -0.395 1.045 -1.802
H -0.426 -0.729 -1.890
H 1.586 0.271 -1.727
C 4.227 2.776 -0.851
O 5.076 1.726 -1.414
H 4.792 3.325 -0.100
H 4.068 3.484 -1.702
H 3.280 2.429 -0.365
H 5.229 1.106 -0.701
C -1.498 -3.359 -0.856
O -0.227 -2.978 -0.298
H -2.193 -3.590 -0.040
H -1.935 -2.614 -1.508
H -1.252 -4.260 -1.374
H -0.302 -2.349 0.434
C -4.309 1.717 -1.326
O -3.053 1.094 -1.043
H -4.419 2.043 -2.393
H -5.106 0.996 -1.073
H -4.499 2.613 -0.699
H -2.349 1.722 -0.718
C 3.037 -0.345 -4.039
O 2.515 0.743 -3.240
H 2.524 -1.208 -3.656
H 2.788 -0.322 -5.109
H 4.110 -0.436 -4.026
H 3.311 1.175 -2.930
C 1.540 1.998 2.432
O 0.945 2.141 1.125
H 1.477 0.941 2.614
H 2.610 2.335 2.477
H 0.902 2.606 3.103
H 1.138 1.345 0.615
```

# C14H46F3N20O12Ti

A structure of composition C14H46F3N20O12Ti at a distorted geometry (ωB97M-V/def2-TZVPD, the OMol25 dataset).

Summary:
- net charge = 0
- E_LUMO (spin up / spin down) (eV) = -0.284 / -0.299
- gap between HOMO and LUMO (spin up / spin down) (eV) = 4.26 / 8.51
- 2S+1 = 4

Structure (XYZ):
```
96
C14H46F3N20O12Ti | the OMol25 dataset | ωB97M-V/def2-TZVPD
Ti 0.176 -0.482 -0.102
C -0.218 -3.243 1.006
O 1.047 -2.614 0.646
O -1.243 -2.286 0.851
C -0.242 -4.683 0.311
F -0.899 -4.730 -0.855
F 0.968 -5.210 0.080
F -0.842 -5.653 1.031
C 2.172 -2.720 1.528
C 3.340 -1.934 1.029
H 4.029 -1.724 1.847
H 3.807 -2.255 0.098
H 2.976 -0.921 0.858
H 2.407 -3.747 1.808
H 1.920 -2.260 2.483
H -0.105 -3.452 2.069
C -0.793 4.293 0.967
O 0.146 5.071 0.649
N -0.613 3.255 1.721
N -1.994 4.519 0.550
H 0.296 2.940 2.028
H -1.455 2.723 1.889
H -2.737 3.896 0.832
H -2.182 5.208 -0.164
C -2.402 1.029 -1.465
O -1.710 0.743 -0.550
N -2.028 0.763 -2.661
N -3.514 1.663 -1.311
H -1.145 0.338 -2.904
H -2.492 1.130 -3.479
H -4.102 1.812 -2.119
H -3.904 1.927 -0.417
C 1.102 0.650 2.844
O 0.928 0.772 1.658
N 2.245 0.887 3.467
N 0.270 0.126 3.669
H 3.045 0.754 2.864
H 2.207 0.794 4.472
H -0.431 -0.515 3.327
H 0.575 0.206 4.629
C 3.462 4.641 1.247
O 4.467 4.658 1.948
N 3.297 5.326 0.151
N 2.500 3.849 1.513
H 4.118 5.847 -0.121
H 2.651 5.060 -0.578
H 1.621 4.258 1.229
H 2.643 3.018 2.069
C -5.637 -3.134 -0.178
O -6.293 -4.138 -0.176
N -6.060 -1.917 -0.546
N -4.377 -3.070 0.218
H -7.026 -1.985 -0.833
H -5.727 -1.047 -0.154
H -3.816 -3.854 0.519
H -3.974 -2.149 0.128
C -2.515 -3.115 -3.404
O -2.724 -2.441 -4.318
N -2.289 -4.354 -3.541
N -2.126 -2.660 -2.346
H -2.114 -4.744 -4.457
H -2.381 -4.936 -2.722
H -2.027 -1.656 -2.396
H -1.885 -3.016 -1.432
C -3.406 -0.071 3.084
O -4.230 0.319 3.848
N -2.900 0.762 2.177
N -2.955 -1.269 2.988
H -2.352 0.246 1.504
H -3.431 1.616 2.092
H -3.141 -1.966 3.695
H -2.326 -1.532 2.243
C 1.472 -1.821 -2.796
O 1.119 -0.845 -2.210
N 2.119 -1.821 -3.907
N 1.273 -3.010 -2.344
H 2.335 -2.739 -4.267
H 1.945 -0.901 -4.286
H 1.581 -3.863 -2.788
H 0.763 -3.038 -1.473
C 4.858 1.318 0.731
O 4.415 0.902 1.788
N 5.768 2.252 0.600
N 4.444 0.868 -0.391
H 6.193 2.553 -0.265
H 5.976 2.804 1.420
H 3.723 0.160 -0.364
H 4.777 1.284 -1.249
C 1.619 2.966 -2.390
O 2.604 3.030 -3.065
N 1.682 2.295 -1.266
N 0.388 3.438 -2.681
H 0.857 1.928 -0.813
H 2.609 1.981 -1.017
H 0.119 3.382 -3.653
H -0.287 3.264 -1.950
```

Number 1: DFT total energy -43860.16513 eV. Number 2: DFT total energy -43860.10653 eV. Number 3: DFT total energy -29514.46615 eV. Number 4: DFT total energy -100210.93405 eV. Number 5: DFT total energy -43893.15330 eV. Number 6: DFT total energy -100907.76771 eV.